15
Properties=species:S:1:pos:R:3:forces:R:3:lowdin_charge:R:1 method="wB97M-V/def2-TZVPD" orbital_gap_ev=11.05 homo_energy_ev=-10.40 total_energy_ha=-474.244779 total_charge=0 smiles="CNC(=O)O.O=CO" largest_force_ev_per_a=5.300 relative_energy_kj_mol=108.9
C -2.969217 -0.587356 -0.110883 0.65 5.17 -0.99 0.007
N -2.010120 0.569945 0.163726 -1.59 -0.23 -0.17 0.047
C -0.672343 0.569569 -0.034343 1.45 -2.31 0.64 -0.614
O 0.080465 -0.425795 -0.074412 -1.48 0.88 -0.13 0.027
O -0.161281 1.785482 -0.053657 1.26 1.45 -0.36 0.114
H -3.770911 -0.596101 0.587605 -0.52 -0.01 0.35 0.080
H -3.200910 -0.387533 -1.145969 -1.28 -0.07 -0.22 0.089
H -2.449693 -1.415042 -0.198973 2.58 -4.31 0.46 0.022
H -2.498293 1.452551 -0.017153 0.82 -0.36 0.30 0.143
H 0.832477 1.751712 -0.170700 -1.49 -0.34 0.17 0.154
O 3.534758 0.658802 -0.344550 -0.12 2.09 -0.88 0.069
C 3.732880 -0.375535 0.180028 2.60 -1.52 2.34 -0.471
O 2.870657 -1.346350 0.283511 -1.26 -0.83 0.47 0.077
H 4.715930 -0.675918 0.798085 -1.65 0.65 -1.57 0.171
H 1.965595 -0.978425 0.137681 0.04 -0.26 -0.39 0.084